Record 1
ORCA calculation (the ωB97M-V functional and the def2-TZVPD basis) on a structure of composition C31H35ClGeIKN6O3 at a distorted geometry.

```
79
Properties=species:S:1:pos:R:3
K -0.893 0.795 -0.071
O -4.680 -0.395 1.719
C -3.513 -0.423 1.334
N -2.558 0.468 1.687
C -2.119 0.838 2.863
O -2.170 0.244 3.959
C -1.349 2.155 2.833
C -0.960 2.726 4.047
C -0.234 3.902 4.039
C 0.089 4.482 2.817
C -0.348 3.850 1.663
N -1.050 2.722 1.664
C -3.053 -1.444 0.311
C -3.403 -2.777 0.565
C -3.279 -3.686 -0.515
C -2.573 -3.342 -1.620
C -1.792 -2.051 -1.587
N -2.411 -1.017 -0.763
H -1.227 2.211 4.959
H 0.092 4.358 4.967
H 0.663 5.398 2.761
H -0.114 4.258 0.683
H -3.962 -3.031 1.454
H -3.832 -4.624 -0.491
H -2.639 -3.906 -2.547
H -1.692 -1.655 -2.607
Cl -0.872 5.131 -5.952
C -0.417 4.145 -4.571
C 0.905 3.806 -4.411
C 1.287 3.030 -3.325
I 3.312 2.504 -3.072
C 0.408 2.534 -2.329
O 0.782 1.828 -1.360
C -0.991 2.928 -2.536
N -1.869 2.489 -1.618
C -3.143 2.770 -1.743
C -3.644 3.537 -2.804
C -2.774 4.012 -3.752
C -1.396 3.718 -3.651
H 1.638 4.142 -5.131
H -3.793 2.364 -0.973
H -4.704 3.746 -2.874
H -3.128 4.606 -4.584
C 2.294 -1.245 1.285
C 3.614 -1.389 2.091
N 3.777 -0.250 2.999
C 2.635 -0.215 3.920
C 1.306 -0.099 3.124
N 1.600 -0.027 1.694
C 2.450 1.131 1.422
C 3.783 0.988 2.209
H 1.628 -2.094 1.455
H 2.490 -1.178 0.212
H 4.485 -1.421 1.431
H 3.618 -2.301 2.696
H 2.774 0.638 4.590
H 2.666 -1.124 4.528
H 0.754 0.793 3.412
H 0.651 -0.952 3.304
H 1.906 2.029 1.719
H 2.618 1.191 0.345
H 3.931 1.822 2.900
H 4.644 0.952 1.537
C 0.918 -5.055 -0.075
Ge 0.639 -3.866 -1.644
C 2.398 -3.304 -2.392
C -0.076 -5.063 -3.058
C -0.352 -2.271 -1.039
H 1.305 -6.037 -0.353
H -0.052 -5.186 0.409
H 1.601 -4.604 0.649
H 2.977 -4.161 -2.744
H 2.995 -2.760 -1.657
H 2.223 -2.636 -3.239
H 0.688 -5.809 -3.294
H -0.316 -4.510 -3.967
H -0.976 -5.572 -2.716
H -0.449 -2.379 0.047
H 0.260 -1.385 -1.240
```

As for the largest force on an atom: 0.0268 Eh/bohr. For the HOMO-LUMO gap, the calculation gives 4.06 eV. The calculation puts the total energy at -141263.727 eV. As for the multiplicity: 1. The calculation puts the LUMO energy at 3.67 eV. Its net charge is -2. Its relative energy (zero: lowest compared OMol25 entry of this formula, charge and spin) is 57.7 kJ/mol.

Record 2
ORCA calculation (the ωB97M-V functional and the def2-TZVPD basis) on a cluster of 2 separate species, C31H35ClN2P in total at a distorted geometry.

```
70
Properties=species:S:1:pos:R:3
C 4.941 -8.730 9.631
C 4.507 -7.317 9.891
C 5.463 -6.315 10.075
C 5.097 -4.987 10.314
C 6.193 -3.995 10.554
C 3.729 -4.649 10.327
N 3.299 -3.302 10.625
P 3.045 -2.013 9.487
H 1.411 -1.990 9.330
N 3.267 -0.882 10.781
C 3.716 0.485 10.649
C 2.761 1.512 10.658
C 1.312 1.163 10.734
C 3.176 2.846 10.622
C 4.533 3.176 10.624
C 4.956 4.615 10.594
C 5.473 2.142 10.664
C 5.088 0.800 10.687
C 6.139 -0.263 10.777
C 3.295 -1.498 12.022
C 3.322 -2.849 11.934
C 2.759 -5.659 10.223
C 1.320 -5.321 10.415
C 3.155 -6.974 9.970
H 4.070 -9.381 9.518
H 5.544 -8.799 8.717
H 5.555 -9.114 10.455
H 6.521 -6.576 10.044
H 5.844 -3.063 11.001
H 6.941 -4.430 11.234
H 6.724 -3.754 9.621
H 0.707 2.074 10.704
H 1.006 0.535 9.890
H 1.057 0.615 11.653
H 2.426 3.638 10.607
H 6.047 4.694 10.590
H 4.569 5.123 9.701
H 4.573 5.159 11.467
H 6.536 2.390 10.685
H 7.124 0.221 10.784
H 6.067 -0.850 11.702
H 6.121 -0.952 9.923
H 3.380 -0.901 12.916
H 3.434 -3.553 12.745
H 0.702 -6.207 10.240
H 1.103 -4.945 11.424
H 0.996 -4.552 9.709
H 2.393 -7.745 9.846
Cl -1.971 3.718 9.637
C -1.635 2.089 9.225
C -1.968 1.063 10.118
C -1.570 -0.243 9.842
C -0.862 -0.554 8.651
C -0.447 -1.915 8.364
C -0.238 -2.360 6.927
C -0.504 -3.907 6.922
C -0.894 -4.186 8.336
C -0.893 -3.045 9.115
C -0.654 0.490 7.711
C -1.036 1.799 7.989
H -2.506 1.300 11.035
H -1.820 -1.036 10.548
H -0.938 -1.870 6.229
H 0.773 -2.118 6.582
H -1.297 -4.167 6.203
H 0.401 -4.451 6.607
H -1.166 -5.189 8.676
H -1.153 -2.993 10.170
H -0.191 0.264 6.745
H -0.863 2.598 7.272
```

As for the largest force on an atom: 0.0317 Eh/bohr. For the HOMO-LUMO gap, the calculation gives 4.78 eV. The calculation puts the total energy at -57499.430 eV. As for the multiplicity: 1. The calculation puts the LUMO energy at -5.04 eV. Its net charge is +1. Its relative energy (zero: lowest compared OMol25 entry of this formula, charge and spin) is 22.0 kJ/mol.

Record 3
ORCA calculation (the ωB97M-V functional and the def2-TZVPD basis) on a structure of composition C31H35MnN6O5S at a distorted geometry.

```
79
Properties=species:S:1:pos:R:3
Mn 1.004 -0.501 0.829
C 0.818 -2.756 4.345
C 1.425 -2.032 3.172
O 0.533 -1.617 2.314
C 2.778 -1.855 3.063
C 3.505 -1.356 1.901
C 5.001 -1.545 1.898
N 2.934 -0.912 0.864
N 3.697 -0.702 -0.245
C 3.040 -0.482 -1.348
O 1.673 -0.049 -1.084
C 3.589 -0.583 -2.637
C 4.878 -1.227 -2.768
C 5.537 -1.266 -3.968
C 5.033 -0.612 -5.096
C 3.806 0.049 -4.978
C 3.095 0.036 -3.818
H 0.089 -3.447 3.939
H 0.396 -2.062 5.080
H 1.587 -3.270 4.964
H 3.364 -2.198 3.926
H 5.351 -1.926 2.865
H 5.517 -0.626 1.664
H 5.304 -2.237 1.085
H 5.269 -1.690 -1.892
H 6.467 -1.824 -4.023
H 5.595 -0.675 -6.010
H 3.388 0.540 -5.835
H 2.155 0.515 -3.863
C -0.638 0.547 6.021
C -0.432 1.717 5.081
N -1.306 1.663 3.919
C -2.766 1.648 4.152
C -3.469 2.970 3.861
C -0.871 1.515 2.652
S 0.785 1.743 2.186
N -1.885 1.416 1.736
C -1.844 0.708 0.632
O -0.922 -0.084 0.276
C -3.008 0.943 -0.294
C -4.314 1.059 0.169
C -5.331 1.438 -0.710
C -5.034 1.701 -2.027
C -3.732 1.620 -2.478
C -2.714 1.221 -1.597
H 0.149 0.581 6.770
H -0.601 -0.406 5.533
H -1.582 0.666 6.547
H 0.582 1.728 4.685
H -0.578 2.694 5.538
H -2.930 1.360 5.206
H -3.176 0.854 3.509
H -3.063 3.801 4.508
H -4.508 2.888 4.110
H -3.401 3.287 2.822
H -4.507 0.882 1.218
H -6.335 1.565 -0.351
H -5.837 2.001 -2.683
H -3.499 1.903 -3.497
H -1.669 1.215 -1.888
O -1.671 -2.572 -1.315
C -2.495 -2.211 -2.416
N -1.927 -2.456 -3.736
C -1.364 -1.494 -4.554
O -1.400 -1.548 -5.770
C -0.671 -0.361 -3.859
C -0.735 1.005 -4.315
C 0.004 1.951 -3.562
C 0.747 1.633 -2.466
N 0.849 0.280 -2.136
C 0.128 -0.671 -2.783
H -1.549 -1.785 -0.780
H -2.793 -1.181 -2.377
H -3.420 -2.794 -2.363
H -2.313 -3.220 -4.254
H -1.365 1.272 -5.132
H -0.064 2.996 -3.856
H 1.308 2.288 -1.824
H 0.343 -1.664 -2.453
```

As for the largest force on an atom: 0.0650 Eh/bohr. For the HOMO-LUMO gap (spin up / spin down), the calculation gives 4.45 / 6.96 eV. Its expectation value of S² is 8.83. The calculation puts the total energy at -94047.242 eV. As for the multiplicity: 6. The calculation puts the LUMO energy (spin up / spin down) at 2.54 / 2.53 eV. Its net charge is -1.

Record 4
ORCA calculation (the ωB97M-V functional and the def2-TZVPD basis) on a structure of composition C31H35N11Pd.

```
78
Properties=species:S:1:pos:R:3
Pd -0.131 0.908 -0.998
C 4.026 -0.433 0.147
C 4.736 0.740 -0.016
C 4.076 1.873 -0.481
C 2.729 1.793 -0.773
N 2.042 0.649 -0.603
C 2.673 -0.432 -0.159
C 1.960 2.974 -1.316
C 2.538 4.148 -1.773
C 1.710 5.115 -2.325
C 0.347 4.889 -2.449
C -0.165 3.694 -1.970
N 0.643 2.813 -1.389
C -1.602 3.260 -2.119
C -2.597 4.138 -2.498
C -3.891 3.658 -2.677
C -4.148 2.319 -2.466
C -3.099 1.500 -2.071
N -1.863 1.957 -1.899
H 4.501 -1.335 0.508
H 5.794 0.781 0.210
H 4.612 2.802 -0.607
H 2.064 -1.321 -0.033
H 3.606 4.305 -1.732
H 2.136 6.041 -2.689
H -0.285 5.618 -2.934
H -2.377 5.185 -2.650
H -4.682 4.329 -2.984
H -5.137 1.905 -2.600
H -3.243 0.442 -1.884
C 0.369 -2.047 -2.925
C -0.489 -2.171 -1.713
N -0.833 -1.180 -0.905
C -1.646 -1.724 0.072
C -1.791 -3.049 -0.158
N -1.060 -3.318 -1.295
C -0.884 -4.661 -1.858
N -0.414 -5.558 -0.858
N -1.267 -6.493 -0.336
N -0.680 -7.114 0.605
C 0.600 -6.595 0.744
C 1.619 -6.938 1.636
C 2.794 -6.228 1.546
C 2.961 -5.203 0.591
C 1.963 -4.856 -0.294
C 0.774 -5.587 -0.191
H 0.632 -1.001 -3.078
H -0.149 -2.396 -3.819
H 1.295 -2.617 -2.831
H -2.048 -1.125 0.871
H -2.329 -3.821 0.368
H -0.188 -4.601 -2.693
H -1.841 -5.039 -2.209
H 1.482 -7.733 2.355
H 3.613 -6.465 2.210
H 3.912 -4.686 0.548
H 2.111 -4.090 -1.046
C 0.953 0.638 2.584
N -0.072 1.589 2.946
C 0.266 2.466 4.063
C -1.124 1.825 2.131
N -1.152 1.453 0.868
N -2.187 2.478 2.695
C -3.163 3.122 1.833
C -2.736 2.013 3.970
H 1.366 0.206 3.495
H 1.765 1.114 2.030
H 0.521 -0.157 1.983
H 1.287 2.831 3.932
H 0.212 1.933 5.013
H -0.404 3.319 4.092
H -2.092 1.554 0.511
H -2.669 3.590 0.983
H -3.667 3.903 2.401
H -3.931 2.426 1.473
H -2.010 1.412 4.506
H -3.627 1.404 3.793
H -3.018 2.862 4.593
```

As for the largest force on an atom: 0.0190 Eh/bohr. For the HOMO-LUMO gap (spin up / spin down), the calculation gives 7.25 / 6.32 eV. Its expectation value of S² is 2.00. The calculation puts the total energy at -52573.381 eV. As for the multiplicity: 3. The calculation puts the LUMO energy (spin up / spin down) at -5.85 / -6.79 eV. Its net charge is +2. Its relative energy (zero: lowest compared OMol25 entry of this formula, charge and spin) is 11.5 kJ/mol.